Entry 1:
Molecular formula: C3HNO2
Method: DFT, the ωB97M-V functional and the def2-TZVPD basis

Atoms and positions in Å:
C1 -1.0038 -0.7720 -0.0335
C2 0.0326 0.3297 -0.0058
C3 1.4401 -0.0805 0.1368
H1 -0.6477 -1.8029 -0.2227
N1 2.5241 -0.5046 -0.0511
O1 -2.1647 -0.4320 0.0424
O2 -0.3146 1.4910 -0.0430

Kohn-Sham gap = 9.1749 eV
net charge = 0
SMILES string = N#CC(=O)C=O

The Löwdin scheme yields these atomic charges, measured in e: -0.159, -0.343, -0.096, 0.134, 0.188, 0.115, 0.161


Entry 2:
Molecular formula: C7H12NO2PS
Method: DFT, the ωB97M-V functional and the def2-TZVPD basis

Atoms and positions in Å:
C1 -0.9945 -1.1498 0.5710
C2 -0.1638 -1.6331 3.0163
C3 -0.2891 -0.1582 3.5904
C4 -0.0024 -1.7125 1.5046
C5 1.1100 -2.1540 0.8658
C6 0.1677 2.6019 -3.6543
C7 0.0980 1.2646 -2.9641
N1 -1.6796 -0.4792 -0.0678
O1 -0.8356 -1.1831 -2.7792
O2 -1.1439 1.2265 -2.3365
P1 -1.8693 -0.2749 -2.3056
S1 1.2144 0.8500 3.8623
H1 0.5415 -2.2239 3.5305
H2 -1.0265 -2.1651 3.0731
H3 -0.8736 0.3799 2.8172
H4 -0.6254 -0.4283 4.6733
H5 1.1627 -2.1765 -0.1960
H6 2.1020 -2.4310 1.3055
H7 1.3973 1.1790 2.6216
H8 0.1460 3.3145 -2.8189
H9 1.1811 2.8052 -4.0788
H10 -0.6822 2.9128 -4.3389
H11 0.8337 1.1566 -2.2657
H12 0.2316 0.4788 -3.6259

Kohn-Sham gap (spin up / spin down) = 7.4335 / 5.6312 eV
multiplicity = 3
net charge = 0

The Löwdin scheme yields these atomic charges, measured in e: -0.103, -0.189, -0.518, -0.245, 0.061, -0.083, -0.383, 0.090, -0.457, -0.375, 0.775, 0.700, 0.100, 0.080, 0.068, 0.103, 0.061, 0.096, -0.182, 0.067, 0.083, 0.099, 0.087, 0.066